Entry from the OMol25 dataset: a structure of composition C31H48BrCl3N3O3Pb at a distorted geometry (ωB97M-V/def2-TZVPD).

The largest force on an atom comes out at 1.088 eV/Å. The energy relative to the best compared isomer or geometry (same formula, charge and spin) comes out at 1398.8 kJ/mol. As for the HOMO energy: -4.1529 eV. As for the gap between HOMO and LUMO: 0.231 Ha.

Geometry as ORCA input:
```
! RIJCOSX wB97M-V def2-TZVPD def2/J DEFGRID3
* xyz -1 1
Pb 2.358 0.411 0.211
C 3.151 -2.119 2.412
N 3.027 -0.792 2.990
C 4.353 -0.297 3.319
C 2.160 -0.897 4.215
C 2.076 0.218 5.167
N 0.018 0.900 3.714
C 2.141 2.500 3.222
C -1.329 0.980 4.215
H 3.640 -2.818 3.114
H 3.750 -2.093 1.497
H 2.167 -2.512 2.160
H 4.889 -0.987 3.994
H 4.283 0.666 3.818
H 4.945 -0.183 2.408
H 2.564 -1.739 4.810
H 1.169 -1.179 3.857
H 2.863 0.560 5.821
H 0.148 1.529 5.777
H 0.249 3.729 4.004
H 1.675 1.805 2.524
H 3.208 2.372 3.351
H -1.444 0.794 5.300
H -1.876 0.173 3.720
H -1.857 1.924 3.997
C -4.830 1.346 -2.077
C -3.885 0.972 -3.219
C -4.179 -0.479 -3.626
C -4.174 1.901 -4.406
C -2.418 1.098 -2.812
C -2.021 1.505 -1.551
C -0.670 1.553 -1.244
Br -0.206 2.017 0.545
C 0.361 1.203 -2.128
O 1.622 1.240 -1.771
C -0.054 0.832 -3.440
C -1.408 0.785 -3.725
C 0.988 0.510 -4.514
C 1.847 1.760 -4.762
C 0.342 0.108 -5.842
C 1.884 -0.652 -4.073
H -5.864 1.234 -2.407
H -4.689 2.381 -1.761
H -4.684 0.699 -1.209
H -5.227 -0.585 -3.923
H -3.984 -1.158 -2.794
H -3.557 -0.792 -4.466
H -5.220 1.813 -4.714
H -3.547 1.655 -5.264
H -3.979 2.940 -4.134
H -2.738 1.765 -0.786
H -1.710 0.482 -4.719
H 1.227 2.588 -5.113
H 2.608 1.555 -5.520
H 2.344 2.067 -3.842
H -0.273 0.907 -6.262
H -0.274 -0.788 -5.733
H 1.130 -0.111 -6.565
H 2.421 -0.410 -3.162
H 2.607 -0.873 -4.864
H 1.299 -1.555 -3.878
Cl 0.806 2.935 7.440
C 1.757 2.731 6.009
Cl 1.114 1.594 4.823
Cl 3.004 3.849 5.647
C 1.800 3.919 2.906
O 0.606 4.367 3.363
O 2.490 4.654 2.248
C -1.523 -2.957 2.331
N -1.963 -2.343 1.090
C -3.191 -1.599 1.280
C -0.920 -1.491 0.537
C 0.196 -2.239 -0.160
C -0.039 -3.519 -0.657
C 0.949 -4.215 -1.339
C 2.190 -3.631 -1.538
C 2.416 -2.353 -1.044
C 1.444 -1.633 -0.352
H -2.297 -3.626 2.710
H -1.292 -2.209 3.108
H -0.620 -3.541 2.151
H -3.962 -2.258 1.686
H -3.539 -1.213 0.320
H -3.076 -0.746 1.968
H -0.489 -0.839 1.315
H -1.390 -0.834 -0.199
H -1.013 -3.965 -0.498
H 0.748 -5.211 -1.714
H 2.970 -4.165 -2.069
H 3.404 -1.918 -1.215
*
```